[1]
ORCA calculation (ωB97M-V with the def2-TZVPD basis set) on C9H20Cl15Hg2O2 as an isolated structure at a distorted geometry.

Structure (XYZ):
```
48
C9H20Cl15Hg2O2 ωB97M-V with the def2-TZVPD basis set
Cl -1.44 4.06 3.50
C -2.49 1.44 0.63
H -0.46 2.02 2.95
C -0.02 -0.57 -3.59
H -4.59 -2.85 -0.23
Cl 0.54 3.26 -3.10
Hg 2.28 -3.43 2.82
H 5.98 -1.22 -1.89
C -4.22 -1.92 -0.67
H 0.10 -3.32 -0.89
Hg 0.54 -0.52 0.70
H -1.64 -1.84 4.47
Cl -5.36 -1.51 -2.00
C 1.02 -3.66 -0.41
Cl 4.73 3.06 1.12
H 0.94 -4.70 -0.12
Cl -2.18 3.74 -3.90
Cl 0.81 -0.24 -2.02
H 0.57 -0.13 -4.39
Cl 2.23 1.66 0.54
Cl -2.32 -1.79 2.26
C 4.93 -1.45 -2.00
Cl -0.72 -3.91 3.70
O 1.33 -2.84 0.73
H -3.03 0.76 1.29
Cl 4.11 -1.00 -0.40
H -1.26 4.06 -1.73
H -2.94 -3.05 4.12
O -1.15 1.02 0.49
C -1.18 3.29 -2.50
H -1.46 2.29 -2.16
H 2.56 3.91 1.26
H -2.98 1.61 -0.34
H -2.60 2.45 1.04
H 4.82 -2.51 -2.21
H 1.81 -3.71 -1.16
Cl 4.14 -0.54 -3.31
Cl -1.75 -0.05 -3.65
Cl -2.59 -2.26 -1.33
Cl 1.49 -0.75 3.28
H 0.01 -1.66 -3.65
H -4.17 -1.13 0.07
C -1.99 -2.63 3.80
H 3.10 3.64 -0.47
Cl 1.36 3.27 4.00
C -0.09 3.04 2.94
H 0.14 3.35 1.92
C 3.08 3.26 0.55
```

Calculated values
energy above the lowest of the compared OMol25 structures with the same formula, charge and spin	23.7	kcal/mol
frontier orbital gap	3.6	eV
net charge	+1

Mulliken atomic charge list, values in e, 4 entries:
1. Cl -0.174
2. C -0.901
3. H 0.003
4. C -0.635

***

[2]
ORCA calculation (ωB97M-V with the def2-TZVPD basis set) on a 7-piece molecular cluster, C5H25N2O6 overall at a distorted geometry.

Structure (XYZ):
```
38
C5H25N2O6 ωB97M-V with the def2-TZVPD basis set
H 0.33 1.12 -0.53
H -0.20 1.58 -2.86
H 0.97 1.73 -3.91
H 1.82 -2.41 -0.02
H -2.27 0.28 2.66
O 0.80 1.56 -2.98
C -0.11 -1.91 -0.31
N 1.18 1.09 0.05
H -1.49 3.48 1.91
O 1.67 3.33 0.93
O -2.71 1.25 -1.82
N -0.72 -3.08 0.35
H -0.88 -1.17 -0.13
H 0.80 3.49 1.32
C 0.17 -2.05 -1.82
H 3.59 -1.07 -0.97
C 1.83 -0.23 -0.28
H 1.84 1.86 -0.07
H -3.24 2.04 -2.04
H -1.73 -1.36 3.10
C 2.96 -0.19 -0.99
H 0.84 -1.37 -2.37
O -1.66 -2.27 3.41
H 2.34 3.54 1.60
H -0.98 2.56 3.03
H -2.61 0.45 1.15
C 1.25 -1.50 0.33
H -1.76 -2.77 2.59
O -0.71 2.96 2.19
H 1.23 -1.59 1.42
H -0.02 -3.86 0.37
H -0.74 -1.94 -2.38
H 3.41 0.74 -1.43
H -1.44 -3.48 -0.23
O -1.93 0.61 1.82
H 0.90 1.11 1.06
H 0.59 -3.03 -2.07
H -3.32 0.53 -2.09
```

Calculated values
energy above the lowest of the compared OMol25 structures with the same formula, charge and spin	18.5	kcal/mol
<S²>	0.751
frontier orbital gap (spin up / spin down)	3.0 / 10.3	eV
multiplicity	2
net charge	0

Mulliken atomic charge list, values in e, 4 entries:
1. H 0.402
2. H 0.271
3. H 0.272
4. H 0.360

***

[3]
ORCA calculation (ωB97M-V with the def2-TZVPD basis set) on a 10-piece molecular cluster, C34H92N4O10 overall at a distorted geometry.

Structure (XYZ):
```
140
C34H92N4O10 ωB97M-V with the def2-TZVPD basis set
H -1.56 -0.28 -3.99
C -5.67 -3.97 -3.29
H 2.07 0.55 6.28
C -2.96 -0.58 -1.89
H -6.51 -4.57 -3.72
H -3.52 -4.46 -5.40
H -0.21 3.34 6.45
H -2.29 5.53 -0.59
C 5.41 3.28 0.99
H -4.98 -5.37 -5.42
H 1.37 -3.31 -1.13
C -0.69 2.44 6.78
C 2.82 -1.32 -4.41
O 6.32 2.28 0.54
H -1.94 -1.14 4.49
H 6.13 -2.85 -2.25
C -3.52 -0.40 -3.28
H -0.86 -5.15 1.36
C -4.91 -0.77 -0.56
C 0.43 3.91 2.82
H 4.09 2.96 -0.69
H 3.54 3.60 5.97
C 1.34 0.40 -3.87
H -4.44 -1.01 -3.36
C -4.40 -4.83 -3.46
C 5.48 -1.02 -1.82
H 2.10 -2.05 -4.05
C 0.76 -1.40 -0.19
H 0.72 2.90 3.11
H 5.95 -2.10 -0.05
H 3.26 3.75 0.73
C 2.02 2.38 -2.42
H -1.01 0.26 7.86
O 1.81 2.46 5.58
H -5.40 -0.81 -1.48
C -1.57 -0.58 3.64
H -0.89 2.56 1.41
H -1.75 -2.94 -0.13
C 1.09 -2.27 -1.39
H 5.25 3.23 2.08
H 2.08 2.26 -4.59
O -3.71 0.03 -0.78
C -0.22 3.14 0.70
H 3.90 -1.59 -4.31
H 0.96 0.02 -4.80
H 5.15 5.41 0.94
H -2.74 4.34 0.62
C 5.89 4.68 0.63
O 2.62 -0.11 -3.72
H 2.64 -0.68 0.72
H -4.35 1.42 -2.99
H -3.97 -6.29 0.95
H -2.16 -5.24 2.51
C 1.93 -1.48 0.83
C -1.91 4.92 0.23
H 7.20 -0.86 -0.58
H 4.97 1.12 -2.12
O -0.51 -1.76 0.36
H -4.46 0.32 2.23
C -1.69 -4.61 1.76
O 0.59 4.05 1.39
H -2.89 -6.29 -0.39
H -3.05 -1.47 2.26
H -4.27 -0.20 3.86
H -2.51 -0.98 -5.26
H -3.49 1.33 3.39
H 0.66 -0.39 -0.53
H -5.44 -0.31 0.25
H 1.15 4.59 3.27
H -0.77 2.55 7.90
C 1.40 1.92 -3.77
O -1.97 0.09 1.41
C -2.80 -4.37 0.76
H 3.68 1.99 0.77
H -0.59 4.07 3.06
H -3.00 -4.26 -2.19
O -3.14 -4.18 -3.10
H -1.38 0.44 4.03
H -0.89 -1.05 0.90
C 4.02 3.01 0.42
H -0.64 -0.90 3.26
H -3.00 1.50 -3.98
H 4.45 -1.37 -1.59
H -2.64 0.06 0.71
H 2.72 -1.13 -5.50
H -4.29 -5.28 -0.47
N -0.32 0.06 7.14
C -4.07 -5.25 -4.86
H -1.51 5.64 0.98
H -3.60 -3.76 1.21
H -5.60 -3.00 -3.79
H -4.63 -1.82 -0.36
H -2.27 2.42 -0.69
C 1.54 1.50 6.56
H -1.09 2.41 -1.93
H -1.72 2.31 6.37
H -0.75 -0.65 6.56
H 6.88 4.84 1.08
H -0.09 1.17 5.32
H 2.02 -1.83 -1.81
H -5.76 -3.76 -2.26
O -2.38 -3.68 -0.39
H 1.74 1.60 7.63
H 0.42 2.28 0.31
H 2.99 1.95 -2.32
H 3.36 2.86 4.39
C 5.56 0.28 -2.54
H -4.41 -5.72 -2.78
H -0.22 4.32 -1.00
H 2.06 3.48 -2.24
O 6.10 -2.01 -2.71
H -2.80 -1.61 -1.65
C 0.09 1.22 6.40
H -2.04 0.04 -1.76
N -1.68 2.98 -1.30
C 3.20 2.72 5.46
H 1.47 -1.17 1.76
C -3.75 0.33 3.00
H 0.67 -0.02 -3.13
H 6.06 4.52 -0.42
H 2.46 -2.45 0.98
C -0.96 3.86 -0.40
H 5.22 0.19 -3.57
H 3.77 1.83 5.76
H 1.36 1.92 -1.68
H -1.98 -2.01 -3.82
H 5.80 -0.30 0.23
H 7.18 2.46 0.98
H -0.20 3.34 -3.86
C -3.51 -5.63 0.18
H 0.33 -2.34 -2.20
H 6.56 0.72 -2.57
N 0.00 2.35 -3.89
C -2.63 -0.53 2.55
C 6.15 -1.09 -0.48
H -3.52 -6.19 -4.87
H -1.28 -3.73 2.22
N -3.81 0.97 -3.73
H -0.49 1.87 -4.63
C -2.29 -1.01 -4.16
```

Calculated values
energy above the lowest of the compared OMol25 structures with the same formula, charge and spin	35.6	kcal/mol
frontier orbital gap	9.3	eV
structure (SMILES)	COC[C@H](C)N.COC[C@H](C)N.COC[C@H](C)N.COC[C@H](C)N.CC(C)O.CC(C)O.CC(C)O.CC(C)O.CC(C)O.CC(C)O
net charge	0

Mulliken atomic charge list, values in e, 4 entries:
1. H -0.335
2. C -1.298
3. H 0.420
4. C 1.761

***

[4]
ORCA calculation (ωB97M-V with the def2-TZVPD basis set) on a 2-piece molecular cluster, C6H11N3O overall at a distorted geometry.

Structure (XYZ):
```
21
C6H11N3O ωB97M-V with the def2-TZVPD basis set
C -2.51 1.66 0.04
H 0.82 0.25 1.63
H -2.24 -0.17 1.14
N 2.40 -1.17 -1.95
H -3.64 0.55 1.51
C -2.96 0.45 0.76
H 1.23 -1.50 2.18
H 0.39 -1.16 -2.00
C 0.75 -0.86 1.34
C 3.36 -0.81 -1.00
C 1.09 -1.15 -1.30
H -3.70 -0.07 0.10
N -1.19 2.16 0.21
H -0.59 1.59 0.81
N 2.82 -1.01 0.19
H -0.70 2.76 -0.36
C 1.45 -1.13 0.07
O -3.19 2.19 -0.80
H -0.37 -1.17 1.45
H 2.45 -0.99 -2.91
H 4.32 -0.42 -1.13
```

Calculated values
energy above the lowest of the compared OMol25 structures with the same formula, charge and spin	54.8	kcal/mol
frontier orbital gap	9.5	eV
structure (SMILES)	Cc1c[nH]cn1.CC(N)=O
net charge	0

Mulliken atomic charge list, values in e, 4 entries:
1. C 0.608
2. H 0.139
3. H 0.014
4. N -0.141

***

[5]
ORCA calculation (ωB97M-V with the def2-TZVPD basis set) on C4H11ClNOPd2 as an isolated structure at a distorted geometry.

Structure (XYZ):
```
20
C4H11ClNOPd2 ωB97M-V with the def2-TZVPD basis set
H 1.68 1.10 0.36
C 0.65 1.44 0.21
Pd -0.21 4.78 4.28
Cl 0.16 2.18 3.99
H 0.05 -1.30 -3.53
H 0.40 2.13 1.01
H 1.26 -0.36 -1.32
H 0.51 1.90 -0.76
H -1.21 0.55 -0.32
Pd -1.82 0.77 2.85
C 0.39 -0.82 -0.83
H -1.09 -2.58 -3.23
C -0.29 -2.00 -2.76
H 0.48 -0.81 1.75
H -0.92 -1.26 1.24
H 0.77 -1.69 -0.30
H 0.50 -2.72 -2.56
O -0.62 -1.14 -1.73
C -0.28 0.24 0.16
N -0.41 -0.42 1.48
```

Calculated values
energy above the lowest of the compared OMol25 structures with the same formula, charge and spin	0.0	kcal/mol
<S²>	8.770
frontier orbital gap (spin up / spin down)	9.7 / 6.0	eV
multiplicity	6
net charge	+4

Mulliken atomic charge list, values in e, 4 entries:
1. H 0.443
2. C -1.309
3. Pd 1.321
4. Cl -0.071